Record 1
A cluster of 7 separate species, C22H46Br2N3O18 in total. Source: OMol25; level of theory: wB97M-V/def2-TZVPD.

The gap between HOMO and LUMO is 7.357 eV. Its total charge is +1. As for the spin multiplicity: 1.

Positions of all 91 atoms, in Å:
C -3.26 1.64 1.78
C -3.77 0.70 0.68
C -4.75 -0.35 1.24
Br -3.95 -2.11 1.26
N -5.98 -0.44 0.41
C -7.11 0.15 0.98
N -7.60 -0.20 2.16
N -7.74 1.07 0.27
Br -6.83 2.00 -1.07
H -2.61 2.39 1.34
H -4.11 2.16 2.24
H -2.74 1.08 2.57
H -4.29 1.26 -0.10
H -2.93 0.17 0.23
H -4.97 -0.11 2.29
H -6.19 -1.42 0.24
H -7.48 -1.15 2.48
H -8.08 0.46 2.76
H -8.34 1.72 0.77
C -4.41 0.13 -3.16
O -5.10 0.27 -4.40
C -4.53 1.13 -5.25
O -3.54 1.77 -5.02
O -5.24 1.16 -6.37
C -4.73 2.04 -7.38
H -4.99 -0.58 -2.58
H -3.40 -0.25 -3.30
H -4.36 1.09 -2.64
H -3.73 1.74 -7.67
H -4.72 3.07 -7.01
H -5.42 1.95 -8.21
C 2.58 3.99 4.10
O 1.60 3.39 3.24
C 1.58 3.88 2.01
O 2.29 4.75 1.58
O 0.64 3.24 1.31
C 0.53 3.67 -0.05
H 2.47 3.50 5.06
H 3.58 3.83 3.70
H 2.39 5.06 4.20
H 1.45 3.49 -0.60
H 0.27 4.72 -0.10
H -0.27 3.07 -0.49
C -0.56 -1.54 -0.55
O -0.14 -2.09 -1.79
C -0.98 -1.83 -2.79
O -2.02 -1.22 -2.69
O -0.49 -2.36 -3.90
C -1.30 -2.15 -5.07
H 0.18 -1.81 0.19
H -0.63 -0.45 -0.62
H -1.54 -1.94 -0.28
H -1.41 -1.09 -5.28
H -2.28 -2.61 -4.95
H -0.77 -2.64 -5.88
C -6.77 -9.44 0.62
O -6.95 -8.03 0.83
C -5.92 -7.28 0.45
O -4.89 -7.67 -0.02
O -6.22 -6.00 0.70
C -5.19 -5.09 0.33
H -7.69 -9.90 0.98
H -6.62 -9.65 -0.43
H -5.92 -9.80 1.20
H -4.98 -5.15 -0.73
H -4.28 -5.29 0.90
H -5.55 -4.10 0.58
C 4.76 4.66 -0.34
O 6.01 4.34 0.29
C 6.45 3.11 0.03
O 5.89 2.29 -0.64
O 7.61 2.94 0.66
C 8.21 1.66 0.47
H 4.52 5.68 -0.04
H 4.86 4.61 -1.43
H 3.98 3.99 0.00
H 8.41 1.48 -0.58
H 7.55 0.87 0.85
H 9.13 1.67 1.04
C 12.14 -2.03 3.19
O 11.89 -0.70 2.74
C 11.94 0.22 3.70
O 12.17 0.01 4.86
O 11.69 1.41 3.15
C 11.72 2.50 4.08
H 12.07 -2.66 2.30
H 13.14 -2.11 3.62
H 11.40 -2.34 3.92
H 12.70 2.59 4.54
H 10.96 2.37 4.84
H 11.50 3.39 3.49

---

Record 2
A cluster of 2 separate species, C8H9O2 in total. Source: OMol25; level of theory: wB97M-V/def2-TZVPD.

The gap between HOMO and LUMO (alpha / beta) is 8.840 / 7.775 eV. Its energy above the lowest of the compared OMol25 structures with the same formula, charge and spin is 106.9 kJ/mol. As for the expectation value of S²: 3.763. Its total charge is 0. As for the spin multiplicity: 4.

Positions of all 19 atoms, in Å:
O 0.79 -1.05 -0.15
O -0.46 -0.96 0.01
C 2.31 -2.40 1.30
C 3.68 -2.20 0.87
C 4.12 -3.43 0.06
C 3.75 -3.51 -1.28
C 4.13 -4.62 -2.04
C 4.85 -5.68 -1.46
C 5.16 -5.61 -0.10
C 4.80 -4.49 0.67
H 1.86 -1.61 1.88
H 1.78 -3.33 1.09
H 3.66 -1.31 0.20
H 4.36 -2.10 1.74
H 3.16 -2.68 -1.68
H 3.91 -4.66 -3.10
H 5.14 -6.55 -2.06
H 5.73 -6.41 0.35
H 5.03 -4.40 1.73

---

Record 3
A cluster of 2 separate species, C4H9NO3 in total. Source: OMol25; level of theory: wB97M-V/def2-TZVPD.

The gap between HOMO and LUMO (alpha / beta) is 7.063 / 8.902 eV. Its energy above the lowest of the compared OMol25 structures with the same formula, charge and spin is 273.1 kJ/mol. As for the expectation value of S²: 2.007. Its total charge is 0. As for the spin multiplicity: 3.

Positions of all 17 atoms, in Å:
C -1.79 0.57 0.86
C -0.49 0.05 0.43
C -0.87 -1.77 -1.05
C 1.36 0.94 -1.38
N -0.30 -0.63 -0.74
O -0.74 1.43 0.45
O 1.40 -0.38 2.74
O 0.83 -0.36 -1.50
H -2.64 0.55 0.19
H -2.02 0.59 1.92
H -0.39 -2.40 -1.77
H 2.19 -0.09 2.27
H -1.73 -2.09 -0.50
H 1.68 1.16 -0.35
H 0.65 1.71 -1.70
H 2.22 0.94 -2.04
H 0.65 -0.21 2.15

---

Record 4
An isolated molecule of C8H6N2O2S. Source: OMol25; level of theory: wB97M-V/def2-TZVPD.

The gap between HOMO and LUMO is 7.989 eV. Its energy above the lowest of the compared OMol25 structures with the same formula, charge and spin is 173.4 kJ/mol. Its total charge is 0. As for the spin multiplicity: 1.

Positions of all 19 atoms, in Å:
C 2.58 1.13 1.09
C 1.72 1.85 0.26
C 2.29 -0.16 1.48
C 0.54 1.32 -0.20
C -0.56 -1.97 0.58
C 1.10 -0.72 1.03
C 0.23 0.03 0.20
C -1.88 -0.33 -2.11
N 0.55 -1.97 1.24
N -0.83 -0.80 -0.07
O -4.11 0.03 -1.55
O -1.28 -0.24 -3.09
S -2.63 -0.40 -0.69
H 3.50 1.59 1.42
H 2.00 2.85 -0.03
H 2.95 -0.73 2.12
H -0.12 1.88 -0.85
H -1.24 -2.79 0.55
H -4.83 -0.58 -1.37

---

no.,strongest force on any atom (eV Å⁻¹),E (a.u.)
1,1.5,-7532.2390
2,5.4,-460.4995
3,4.8,-438.0106
4,2.5,-966.5554